Record 1
ORCA calculation (ωB97M-V with the def2-TZVPD basis set) on a cluster of 2 separate species, NO2 in total in a non-equilibrium geometry.

ORCA input file:
```
! wB97M-V def2-TZVPD RIJCOSX def2/J DEFGRID3
* xyz -1 1
N -0.428 -0.174 -0.365
O -0.169 0.923 -0.773
O 0.597 -0.749 1.138
*
```

Calculated values
**Relative energy (zero: lowest compared OMol25 entry of this formula, charge and spin)**: 260.8 kJ/mol
**LUMO energy (alpha / beta)**: 5.3528 / 5.3738 eV
**E_tot**: -205.0838 Ha
**Kohn-Sham gap (alpha / beta)**: 8.51 / 7.69 eV


Record 2
ORCA calculation (ωB97M-V with the def2-TZVPD basis set) on the ion NO4S2 with charge -1 in a non-equilibrium geometry.

ORCA input file:
```
! wB97M-V def2-TZVPD RIJCOSX def2/J DEFGRID3
* xyz -1 1
O 1.724 -0.018 0.583
N 0.647 -0.518 0.669
O 0.323 -1.485 1.300
S -0.541 0.328 -0.450
O -1.805 -0.287 -0.197
O -0.423 1.968 0.320
S 0.075 0.012 -2.226
*
```

Calculated values
**Relative energy (zero: lowest compared OMol25 entry of this formula, charge and spin)**: 377.7 kJ/mol
**LUMO energy**: 3.4559 eV
**E_tot**: -1152.0009 Ha
**Kohn-Sham gap**: 8.60 eV


Record 3
ORCA calculation (ωB97M-V with the def2-TZVPD basis set) on a structure of composition NO4S2 in a non-equilibrium geometry.

ORCA input file:
```
! wB97M-V def2-TZVPD RIJCOSX def2/J DEFGRID3
* xyz -1 3
N -2.262 -1.368 -1.484
O 0.867 0.756 1.917
O -0.870 0.329 0.078
O 1.224 1.625 -0.305
O 1.270 -0.728 0.036
S -1.063 -1.139 -0.729
S 0.834 0.525 0.486
*
```

Calculated values
**Relative energy (zero: lowest compared OMol25 entry of this formula, charge and spin)**: 0.0 kJ/mol
**LUMO energy (alpha / beta)**: 3.7565 / 1.4038 eV
**E_tot**: -1152.0379 Ha
**Kohn-Sham gap (alpha / beta)**: 7.12 / 7.49 eV


Record 4
ORCA calculation (ωB97M-V with the def2-TZVPD basis set) on a cluster of 2 separate species, NO6S in total in a non-equilibrium geometry.

ORCA input file:
```
! wB97M-V def2-TZVPD RIJCOSX def2/J DEFGRID3
* xyz -1 1
N -1.825 0.077 0.005
O -0.754 0.784 0.023
O 2.413 1.175 0.273
O -1.702 -1.133 0.003
O 1.637 -0.503 -1.345
O 1.516 -0.964 1.053
O -2.957 0.574 -0.010
S 1.672 -0.010 -0.002
*
```

Calculated values
**Relative energy (zero: lowest compared OMol25 entry of this formula, charge and spin)**: 93.3 kJ/mol
**LUMO energy**: 2.7941 eV
**E_tot**: -904.3224 Ha
**Kohn-Sham gap**: 8.04 eV


Record 5
ORCA calculation (ωB97M-V with the def2-TZVPD basis set) on a structure of composition O13S3V in a non-equilibrium geometry.

ORCA input file:
```
! wB97M-V def2-TZVPD RIJCOSX def2/J DEFGRID3
* xyz -4 2
O -30.562 0.015 -10.684
V -32.066 0.028 -11.309
S -31.562 2.534 -12.377
O -32.503 3.279 -13.229
O -31.215 1.203 -12.982
O -30.360 3.363 -12.125
O -32.200 2.086 -11.083
S -33.056 -1.488 -13.542
O -32.642 -1.494 -14.968
O -34.081 -2.527 -13.328
O -31.864 -1.611 -12.614
O -33.592 -0.150 -13.149
S -34.178 -0.732 -9.495
O -34.195 0.295 -10.586
O -35.160 -1.793 -9.766
O -32.744 -1.205 -9.618
O -34.433 -0.149 -8.158
*
```

Calculated values
**Relative energy (zero: lowest compared OMol25 entry of this formula, charge and spin)**: 0.0 kJ/mol
**LUMO energy (alpha / beta)**: 9.8901 / 9.8899 eV
**E_tot**: -3116.5525 Ha
**Kohn-Sham gap (alpha / beta)**: 5.32 / 5.48 eV


Record 6
ORCA calculation (ωB97M-V with the def2-TZVPD basis set) on the molecule O2.

ORCA input file:
```
! wB97M-V def2-TZVPD RIJCOSX def2/J DEFGRID3
* xyz 0 1
O 0.059 0.101 0.583
O -0.059 -0.101 -0.583
*
```

Calculated values
**Relative energy (zero: lowest compared OMol25 entry of this formula, charge and spin)**: 0.2 kJ/mol
**LUMO energy**: -1.9848 eV
**E_tot**: -150.2965 Ha
**Kohn-Sham gap**: 7.88 eV


Record 7
ORCA calculation (ωB97M-V with the def2-TZVPD basis set) on a structure of composition O4PRb5 in a non-equilibrium geometry.

ORCA input file:
```
! wB97M-V def2-TZVPD RIJCOSX def2/J DEFGRID3
* xyz 2 1
Rb -1.906 -1.636 2.451
Rb 3.092 -1.321 -2.307
Rb -0.431 -2.420 -2.800
Rb 2.411 1.704 0.679
Rb -1.172 2.361 2.306
P -0.413 0.262 -0.109
O -0.011 -0.180 1.408
O -0.217 1.868 -0.356
O -1.841 -0.297 -0.049
O 0.488 -0.341 -1.223
*
```

Calculated values
**Relative energy (zero: lowest compared OMol25 entry of this formula, charge and spin)**: 85.8 kJ/mol
**LUMO energy**: -6.2938 eV
**E_tot**: -762.4920 Ha
**Kohn-Sham gap**: 6.00 eV


Record 8
ORCA calculation (ωB97M-V with the def2-TZVPD basis set) on a structure of composition O4S4 in a non-equilibrium geometry.

ORCA input file:
```
! wB97M-V def2-TZVPD RIJCOSX def2/J DEFGRID3
* xyz -2 1
O 1.603 -2.947 -2.078
O -2.546 1.110 2.568
O 2.433 -0.673 -2.381
O -0.768 2.710 2.374
S -0.357 -1.240 -0.834
S -1.063 1.382 -0.303
S 1.864 -1.677 -1.433
S -1.165 1.336 2.087
*
```

Calculated values
**Relative energy (zero: lowest compared OMol25 entry of this formula, charge and spin)**: 155.8 kJ/mol
**LUMO energy (alpha / beta)**: 5.5477 / 5.5476 eV
**E_tot**: -1893.6933 Ha
**Kohn-Sham gap (alpha / beta)**: 6.44 / 6.44 eV


Record 9
ORCA calculation (ωB97M-V with the def2-TZVPD basis set) on the molecule OS in a non-equilibrium geometry.

ORCA input file:
```
! wB97M-V def2-TZVPD RIJCOSX def2/J DEFGRID3
* xyz 0 1
O -0.326 -0.294 -0.667
S 0.326 0.294 0.667
*
```

Calculated values
**Relative energy (zero: lowest compared OMol25 entry of this formula, charge and spin)**: 31.0 kJ/mol
**LUMO energy**: -2.8009 eV
**E_tot**: -473.3212 Ha
**Kohn-Sham gap**: 6.42 eV


Record 10
ORCA calculation (ωB97M-V with the def2-TZVPD basis set) on a structure of composition P4S2 in a non-equilibrium geometry.

ORCA input file:
```
! wB97M-V def2-TZVPD RIJCOSX def2/J DEFGRID3
* xyz 0 1
P 0.000 0.790 -1.372
P -1.015 1.438 0.539
P 1.410 0.772 0.360
P -0.566 -1.282 -0.699
S -1.774 -0.540 0.828
S 1.945 -1.177 0.344
*
```

Calculated values
**Relative energy (zero: lowest compared OMol25 entry of this formula, charge and spin)**: 22.2 kJ/mol
**LUMO energy**: -1.6037 eV
**E_tot**: -2161.7933 Ha
**Kohn-Sham gap**: 6.62 eV


Record 11
ORCA calculation (ωB97M-V with the def2-TZVPD basis set) on the molecule S3 in a non-equilibrium geometry.

ORCA input file:
```
! wB97M-V def2-TZVPD RIJCOSX def2/J DEFGRID3
* xyz 0 1
S -0.713 -0.292 -1.328
S 1.349 0.402 0.757
S -0.636 -0.112 0.574
*
```

Calculated values
**Relative energy (zero: lowest compared OMol25 entry of this formula, charge and spin)**: 32.1 kJ/mol
**LUMO energy (alpha / beta)**: -2.8424 / -2.8466 eV
**E_tot**: -1194.5125 Ha
**Kohn-Sham gap (alpha / beta)**: 6.22 / 6.21 eV